Formula: C5H10N2S
Source: the Open Molecules 2025 dataset
Level of theory: ωB97M-V/def2-TZVPD

Geometry (Å):
C (-1.197, 1.804, -0.050)
N (-1.445, 0.626, 0.764)
N (-1.725, -0.514, 0.068)
C (-0.846, -0.946, -0.794)
C (0.602, -0.587, -1.170)
C (1.546, -0.251, -0.030)
C (1.488, -1.163, 1.192)
S (2.514, 1.014, -0.149)
H (-1.769, 1.838, -0.965)
H (-1.395, 2.668, 0.603)
H (-0.139, 1.901, -0.339)
H (-2.133, 0.758, 1.441)
H (-1.272, -1.788, -1.364)
H (0.894, -1.453, -1.718)
H (0.573, 0.245, -1.920)
H (0.546, -0.887, 1.711)
H (2.383, -1.092, 1.822)
H (1.375, -2.172, 0.899)

SMILES: CN/N=C\CC(C)=S
HOMO level (eV): -8.4
Total charge: 0
LUMO level (eV): -0.0043
Frontier orbital gap (eV): 8.444
Relative energy (zero: lowest compared OMol25 entry of this formula, charge and spin) (kJ/mol): 242.0